No. 1
# C6H10N4

A gas-phase ion, C6H10N4 (charge +2) in a non-equilibrium geometry (wB97M-V/def2-TZVPD, the OMol25 dataset).

Its multiplicity is 3. The strongest force on any atom comes out at 6.599 eV/A. Its expectation value of S² is 2.01. The total charge is +2. The LUMO energy (alpha / beta) is -9.471 / -12.607 eV. For the energy relative to the best compared isomer or geometry (same formula, charge and spin), the calculation gives 26.5 kJ/mol.

Structure (XYZ):
```
20
Properties=species:S:1:pos:R:3:forces:R:3
C -0.001769 0.686637 1.603818 -3.3 2.4 -0.1
C -1.114921 0.030360 -0.512986 0.8 0.3 -1.3
C -1.105367 0.965448 0.657592 4.1 -3.0 0.5
C -0.762895 -1.337830 0.046269 -0.5 -0.6 2.3
C 0.778835 -1.038143 0.310715 -0.5 -1.2 0.3
C 2.311771 -0.120039 -1.545615 4.1 -0.1 -2.6
N 0.834547 -0.239433 1.486183 0.7 -1.4 -3.0
N 0.126046 0.379527 -1.377200 -3.1 1.1 0.3
N -2.115966 1.624376 1.006365 -4.0 4.3 3.0
N 1.069374 -0.185415 -0.906185 0.9 -0.6 1.5
H -0.094531 1.081865 2.557044 0.0 1.5 1.9
H -1.971258 0.149494 -1.180527 0.0 -0.2 0.3
H -1.251500 -1.504422 1.138939 0.9 0.0 -2.9
H -0.979722 -2.166627 -0.663449 0.5 0.5 0.6
H 1.441839 -1.868166 0.416575 0.4 -0.8 -0.4
H 3.269142 -0.269760 -0.925167 -1.9 0.5 -0.4
H 2.284167 -1.027809 -2.190041 0.3 0.3 0.2
H 2.442868 0.750306 -2.310190 -0.6 -1.3 1.8
H -2.939999 1.908430 0.482366 0.4 -0.7 -0.9
H -2.220661 2.181201 1.905494 0.9 -1.2 -1.1
```
Positions in Å, forces in eV/Å.

=====

No. 2
# C6H10N4O

A single C6H10N4O molecule in a non-equilibrium geometry (wB97M-V/def2-TZVPD, the OMol25 dataset).

The strongest force on any atom comes out at 3.819 eV/A. The LUMO energy is 0.039 eV. As for the SMILES: [H]/N=N/N(C=O)[C@](C)(C#N)CC. For the energy relative to the best compared isomer or geometry (same formula, charge and spin), the calculation gives 255.8 kJ/mol.

Structure (XYZ):
```
21
Properties=species:S:1:pos:R:3:forces:R:3
H 3.064973 -2.360689 -0.217585 -0.8 -0.2 -1.0
N 2.729480 -1.418309 -0.444983 1.3 1.4 0.5
N 1.541127 -1.324780 -0.144619 0.5 -3.6 1.1
N 0.966869 -0.191332 0.081104 -0.2 3.3 0.2
C 1.598227 1.070511 -0.201686 -1.6 -1.0 -0.2
O 1.185251 2.164100 0.049911 0.0 -0.1 0.6
C -0.432577 -0.274582 0.536969 0.6 -0.4 0.5
C -0.591864 0.094424 1.998240 -0.6 1.4 2.8
C -0.843820 -1.685041 0.398909 -0.6 -1.2 -0.1
N -1.218272 -2.778149 0.383432 0.2 1.1 0.0
C -1.218511 0.657096 -0.307230 -2.1 0.3 -1.5
C -1.032477 0.585428 -1.801299 0.8 -2.1 -0.3
H 2.383342 0.846134 -0.855006 1.9 0.0 -0.8
H -0.208037 1.116134 2.247350 -0.3 -0.5 -0.9
H -1.703171 0.161241 2.342979 1.9 -0.6 -0.8
H 0.011383 -0.484224 2.745976 -0.8 -0.3 -1.0
H -1.027534 1.671936 -0.051880 0.1 0.6 0.8
H -2.292521 0.476617 -0.222108 0.0 0.0 0.8
H -1.559815 1.387944 -2.247488 -0.8 0.5 -0.6
H -1.352923 -0.424250 -2.188420 0.1 1.1 0.1
H 0.000880 0.709784 -2.102557 0.3 0.0 -0.1
```
Positions in Å, forces in eV/Å.

=====

No. 3
# C6H10N4S

2 unconnected molecules or ions with the total composition C6H10N4S in a non-equilibrium geometry (wB97M-V/def2-TZVPD, the OMol25 dataset).

Its multiplicity is 3. The strongest force on any atom comes out at 3.955 eV/A. Its expectation value of S² is 2.01. The LUMO energy (alpha / beta) is 0.844 / -0.585 eV. For the energy relative to the best compared isomer or geometry (same formula, charge and spin), the calculation gives 0.0 kJ/mol.

Structure (XYZ):
```
21
Properties=species:S:1:pos:R:3:forces:R:3
C -0.610056 -0.255449 2.302546 0.5 0.7 1.1
C 0.336819 1.414085 0.951162 0.6 -1.8 -0.2
C 0.092529 0.941121 2.225191 -0.6 2.1 -0.2
C -0.495638 -0.459250 0.073788 0.1 0.5 2.5
C 0.321633 1.860148 3.424794 2.7 -2.7 -1.0
C -0.016495 -0.141676 -3.645940 0.1 -1.1 -1.9
N -0.883123 -0.935417 1.233946 -0.9 -1.7 -1.0
N 0.106577 0.647788 -0.134811 0.4 1.5 -0.6
N 0.200623 -2.526010 -1.743035 0.5 0.9 -0.3
N -0.913624 -1.797979 -1.608121 -0.7 -2.4 -1.4
S -1.467769 -0.872204 -2.824328 0.5 0.6 -0.5
H -0.951935 -0.643451 3.267026 0.1 0.0 -0.2
H 0.892787 2.296501 0.765481 0.2 1.0 0.0
H 0.262661 1.093673 4.200664 -0.4 1.2 1.0
H 1.375909 2.224940 3.406429 -0.6 -0.4 0.1
H -0.256418 2.728439 3.385187 -1.5 0.9 0.6
H 0.249572 0.815213 -3.259106 0.2 0.6 0.6
H -0.374596 0.018755 -4.710109 0.6 -0.2 1.1
H 0.909143 -0.800145 -3.699277 -1.3 0.6 0.1
H 1.037106 -2.131276 -2.156763 -0.2 -0.3 -0.1
H 0.184296 -3.477805 -1.454725 0.0 -0.3 0.4
```
Positions in Å, forces in eV/Å.

=====

No. 4
# C6H10NS

A gas-phase ion, C6H10NS (charge +1) in a non-equilibrium geometry (wB97M-V/def2-TZVPD, the OMol25 dataset).

The strongest force on any atom comes out at 3.188 eV/A. The total charge is +1. The LUMO energy is -6.785 eV. As for the SMILES: CC(C)=C/[NH+]=C\C=S. For the energy relative to the best compared isomer or geometry (same formula, charge and spin), the calculation gives 113.9 kJ/mol.

Structure (XYZ):
```
18
Properties=species:S:1:pos:R:3:forces:R:3
C 0.427626 -1.401077 0.071770 -0.1 -0.1 0.1
C 0.432803 -0.338521 -0.963532 0.0 0.8 0.5
C 0.685835 -0.776669 -2.355089 0.0 0.0 -0.3
C 0.293344 0.984859 -0.695211 -0.3 -1.3 -0.6
N 0.031840 1.585737 0.536282 -0.6 0.2 1.9
C -0.574516 1.321733 1.702475 1.5 1.9 -1.2
C -1.423167 0.300690 2.162696 -1.9 -1.7 1.9
S -2.105103 0.304347 3.701946 1.3 0.3 -2.4
H 0.614448 -1.011526 1.070109 0.0 -0.1 0.1
H 1.181986 -2.149179 -0.165376 0.0 0.0 0.0
H -0.531901 -1.920517 0.073428 -0.1 -0.1 0.0
H 1.659491 -1.261292 -2.434562 0.1 0.0 0.1
H 0.641118 0.042564 -3.065634 0.0 0.0 -0.1
H -0.051113 -1.530615 -2.634287 -0.1 0.0 0.0
H 0.454790 1.712967 -1.476428 -0.1 0.1 0.0
H 0.402566 2.534943 0.528392 0.0 -0.1 0.2
H -0.425442 2.113061 2.432089 0.0 0.1 -0.1
H -1.714605 -0.511507 1.510931 0.1 0.0 -0.2
```
Positions in Å, forces in eV/Å.

=====

No. 5
# C6H10NaO3Tl

A molecular structure, C6H10NaO3Tl in a non-equilibrium geometry (wB97M-V/def2-TZVPD, the OMol25 dataset).

The strongest force on any atom comes out at 2.134 eV/A. The LUMO energy is -1.016 eV.

Structure (XYZ):
```
21
Properties=species:S:1:pos:R:3:forces:R:3
C -2.336761 0.099026 0.412808 0.7 -0.9 -0.1
C -1.131331 0.393285 -0.142801 -1.1 -0.4 0.4
C 0.177898 -0.118919 0.380906 0.6 -0.6 0.3
C 1.273093 0.625837 -0.168658 0.9 -0.1 -0.6
O 2.496300 0.368277 -0.320061 -0.3 -0.8 0.3
O -3.500724 0.132864 -0.181551 -2.1 0.2 -0.3
Tl -6.197621 -0.256393 -0.359152 2.0 0.3 0.2
Na 3.243212 -1.710713 -0.095855 -0.5 0.3 0.4
H -2.309345 -0.430173 1.388522 0.0 0.6 0.0
H -1.107452 0.574826 -1.225518 -0.2 0.4 0.4
H 0.852633 -0.966301 1.488393 0.9 0.0 -0.5
H 1.044203 1.629891 -0.591499 -0.6 -0.2 0.6
C 3.916784 -1.067469 2.850403 0.3 0.1 0.0
C 2.575104 -1.786314 2.957084 -0.6 0.4 0.3
O 1.946488 -1.978760 1.724068 -1.1 1.0 -0.5
H 4.236798 -0.672295 3.825813 0.0 -0.1 -0.2
H 4.704613 -1.762402 2.514664 -0.1 0.2 -0.1
H 3.845990 -0.210666 2.160142 0.0 -0.3 0.2
H 1.916821 -1.160461 3.596021 0.3 -0.3 0.0
H 2.726974 -2.752524 3.478408 -0.1 0.2 -0.1
H 0.060165 -1.209247 0.268841 1.0 0.0 -0.7
```
Positions in Å, forces in eV/Å.

=====

No. 6
# C6H10O

2 unconnected molecules or ions with the total composition C6H10O (wB97M-V/def2-TZVPD, the OMol25 dataset).

The strongest force on any atom comes out at 0.567 eV/A. The LUMO energy is -0.051 eV. As for the SMILES: C=CC=O.C1CC1. For the energy relative to the best compared isomer or geometry (same formula, charge and spin), the calculation gives 166.6 kJ/mol.

Structure (XYZ):
```
17
Properties=species:S:1:pos:R:3:forces:R:3
C 1.518959 1.265305 1.215759 0.1 -0.1 0.0
C 2.399579 0.278032 1.047341 -0.2 0.3 0.0
C 1.953162 -1.115731 0.800312 -0.4 -0.2 -0.1
O 0.793950 -1.450027 0.671526 0.5 0.2 0.1
H 1.833350 2.289721 1.396239 0.0 -0.2 0.0
H 0.451285 1.060669 1.173258 0.2 0.0 0.0
H 3.471669 0.457823 1.087913 -0.1 0.0 0.0
H 2.760305 -1.873135 0.733007 -0.1 0.1 0.0
C -1.143354 0.465760 -1.271485 0.1 0.1 -0.1
C -1.929220 -0.811263 -1.332844 -0.1 -0.2 -0.1
C -1.994395 0.049450 -0.104633 -0.1 0.0 0.2
H -0.064643 0.387399 -1.164148 -0.2 0.0 0.0
H -1.478523 1.303158 -1.877765 0.0 -0.1 0.1
H -2.800215 -0.847162 -1.981771 0.2 0.0 0.1
H -1.377556 -1.743790 -1.258609 -0.1 0.2 0.0
H -2.908389 0.605580 0.085626 0.1 -0.1 -0.1
H -1.485968 -0.321789 0.780282 -0.1 0.1 -0.2
```
Positions in Å, forces in eV/Å.

=====

No. 7
# C6H10O

A single C6H10O molecule in a non-equilibrium geometry (wB97M-V/def2-TZVPD, the OMol25 dataset).

The strongest force on any atom comes out at 2.086 eV/A. The LUMO energy is 1.132 eV. As for the SMILES: C[C@H]1OC[C@H]2C[C@H]21. For the energy relative to the best compared isomer or geometry (same formula, charge and spin), the calculation gives 157.0 kJ/mol.

Structure (XYZ):
```
17
Properties=species:S:1:pos:R:3:forces:R:3
C -2.086825 -0.637529 0.281009 0.1 0.4 0.1
C -0.925988 0.075520 -0.486883 0.4 -0.2 -0.3
O -0.491652 1.408900 -0.135193 0.9 0.2 -0.9
C 1.055369 1.579049 -0.381139 -1.0 -0.4 0.3
C 1.553801 0.155398 -0.286541 0.0 0.1 0.0
C 1.092378 -0.546094 0.951573 0.0 -0.2 0.2
C 0.336569 -0.723358 -0.327880 -0.1 -0.5 -0.1
H -3.055942 -0.137462 0.189683 0.2 0.2 0.0
H -1.887226 -0.816448 1.343820 0.1 0.3 -0.2
H -2.230856 -1.644840 -0.165391 0.3 0.6 0.0
H -1.261746 0.094774 -1.533005 0.3 -0.1 0.0
H 1.601748 2.052698 -1.267596 -2.0 -0.3 0.3
H 1.175347 2.273084 0.448286 0.8 -0.3 0.2
H 2.449160 -0.183717 -0.815609 -0.3 0.4 0.3
H 0.659871 0.122043 1.693384 0.0 -0.3 0.0
H 1.668273 -1.388310 1.312022 0.0 0.1 0.1
H 0.347723 -1.683703 -0.820534 0.3 -0.1 0.0
```
Positions in Å, forces in eV/Å.

=====

No. 8
# C6H10O

A single C6H10O molecule (wB97M-V/def2-TZVPD, the OMol25 dataset).

The strongest force on any atom comes out at 0.584 eV/A. The LUMO energy (alpha / beta) is 1.030 / 1.029 eV. For the energy relative to the best compared isomer or geometry (same formula, charge and spin), the calculation gives 407.9 kJ/mol.

Structure (XYZ):
```
17
Properties=species:S:1:pos:R:3:forces:R:3
C -1.359788 -0.285065 0.482757 0.0 0.0 0.1
C -0.695830 -1.463006 -0.248461 -0.2 -0.1 0.0
O 0.591562 -1.143195 -0.756207 0.0 0.0 0.0
C 1.486123 -0.584184 0.205061 0.1 0.0 0.1
C 1.394560 0.924018 0.196124 0.4 -0.1 0.4
C 0.186438 1.598367 -0.152362 0.1 0.1 -0.4
C -1.117964 1.047010 -0.158931 -0.5 -0.1 0.2
H -0.972997 -0.241550 1.514280 0.0 0.0 -0.1
H -2.434707 -0.487458 0.557735 0.2 0.0 0.0
H -0.639787 -2.344840 0.410120 0.0 0.1 -0.1
H -1.280464 -1.738710 -1.132471 0.1 0.0 0.1
H 1.302373 -1.043692 1.189975 0.0 0.1 -0.1
H 2.493956 -0.888234 -0.100369 -0.1 0.1 0.1
H 2.317051 1.495349 0.187577 -0.1 -0.1 0.0
H 0.287320 2.646579 -0.436849 0.0 -0.2 0.1
H 0.353590 0.917542 -1.100358 0.0 0.2 -0.3
H -1.911430 1.591070 -0.657622 0.1 -0.1 0.1
```
Positions in Å, forces in eV/Å.

=====

No. 9
# C6H10O

A single C6H10O molecule in a non-equilibrium geometry (wB97M-V/def2-TZVPD, the OMol25 dataset).

The strongest force on any atom comes out at 2.507 eV/A. The LUMO energy is 1.076 eV. As for the SMILES: O=CCCC1CC1. For the energy relative to the best compared isomer or geometry (same formula, charge and spin), the calculation gives 208.8 kJ/mol.

Structure (XYZ):
```
17
Properties=species:S:1:pos:R:3:forces:R:3
O 0.288621 -3.189082 -0.149269 -0.1 0.1 -0.6
C -0.074749 -2.247122 -0.820701 -1.9 -1.4 -0.9
C -1.246252 -1.329319 -0.464341 0.5 -0.9 -0.2
C -0.189909 -0.483742 0.229613 1.7 -0.3 -0.2
C -0.003084 0.949144 -0.147385 0.0 0.1 0.0
C -0.042545 2.031606 0.887288 -0.2 0.2 0.1
C 1.275037 1.559220 0.345036 0.2 0.2 -0.1
H 0.339313 -1.921142 -1.793462 0.6 -0.3 0.1
H -1.741007 -0.835278 -1.315271 0.3 -0.3 0.3
H -1.948974 -1.899325 0.140108 0.0 0.4 0.3
H 0.807370 -1.005819 -0.187051 -1.0 1.8 1.3
H -0.146755 -0.709809 1.298785 0.0 0.2 -0.1
H -0.325157 1.200807 -1.157652 0.1 0.0 0.2
H -0.406463 3.004048 0.575823 0.1 -0.1 0.1
H -0.309893 1.745980 1.900807 0.0 0.1 -0.1
H 1.831606 2.197875 -0.330343 -0.1 0.0 0.1
H 1.892840 0.931958 0.988016 -0.2 0.2 -0.2
```
Positions in Å, forces in eV/Å.

=====

No. 10
# C6H10O

A single C6H10O molecule (wB97M-V/def2-TZVPD, the OMol25 dataset).

The strongest force on any atom comes out at 0.616 eV/A. The LUMO energy is 1.062 eV. As for the SMILES: C[C@H]1C[C@H]1CC=O. For the energy relative to the best compared isomer or geometry (same formula, charge and spin), the calculation gives 115.2 kJ/mol.

Structure (XYZ):
```
17
Properties=species:S:1:pos:R:3:forces:R:3
C -2.393994 -0.055897 0.074122 0.0 -0.1 0.1
C -1.100575 0.641905 -0.241589 -0.2 0.1 -0.1
C -0.052770 1.028852 0.756136 0.1 0.1 0.0
C 0.314473 0.157616 -0.425311 0.2 0.2 0.0
C 1.163522 -1.062080 -0.177210 -0.1 0.0 0.0
C 2.611133 -0.584725 -0.266105 0.1 0.2 -0.1
O 2.938682 0.548514 -0.525439 0.0 -0.6 0.2
H -3.136308 0.709259 0.331437 0.0 -0.2 0.0
H -2.331222 -0.757457 0.909722 0.1 0.0 -0.1
H -2.761773 -0.587033 -0.810088 0.0 0.0 0.2
H -1.257339 1.424081 -0.980706 -0.1 -0.1 0.0
H 0.339660 2.035181 0.842083 -0.2 0.0 -0.1
H -0.125775 0.510154 1.716376 0.1 0.0 -0.3
H 0.735574 0.673392 -1.281032 0.1 0.2 0.3
H 1.056084 -1.877742 -0.906945 -0.1 0.1 0.1
H 1.023218 -1.507392 0.816256 0.0 0.0 -0.1
H 3.392063 -1.351121 -0.094195 -0.1 -0.1 0.0
```
Positions in Å, forces in eV/Å.

=====

No. 11
# C6H10O

A molecular structure, C6H10O in a non-equilibrium geometry (wB97M-V/def2-TZVPD, the OMol25 dataset).

The strongest force on any atom comes out at 1.120 eV/A. The LUMO energy is 0.835 eV. For the energy relative to the best compared isomer or geometry (same formula, charge and spin), the calculation gives 450.3 kJ/mol.

Structure (XYZ):
```
17
Properties=species:S:1:pos:R:3:forces:R:3
C -1.228342 -1.477515 -0.287443 0.0 -0.1 0.0
C -0.319098 -0.373786 0.179512 -0.3 -0.2 -0.1
C -0.992575 0.963157 0.485649 0.2 -0.2 0.4
C 0.422281 1.556365 -0.854396 -0.3 -0.1 0.9
C 0.851079 0.109607 -0.684628 -0.1 -0.1 -0.1
C 1.698196 -0.275778 0.545104 0.4 0.1 -0.1
O 0.541702 -0.756587 1.256442 0.0 -0.2 0.2
H -1.930209 -1.745364 0.508308 0.0 0.0 -0.1
H -1.799537 -1.158823 -1.167244 0.1 0.0 0.1
H -0.639405 -2.360166 -0.550606 -0.1 0.1 0.0
H -2.080856 1.007718 0.293514 0.5 0.2 -0.2
H -0.767461 1.374713 1.463461 0.1 -0.1 0.0
H 1.044272 2.258344 -0.291242 -0.2 0.1 0.0
H -0.722893 1.742093 -0.612705 0.1 0.2 -1.1
H 1.109480 -0.434488 -1.600040 -0.1 0.2 0.1
H 2.185813 0.558054 1.069635 -0.1 -0.1 -0.1
H 2.431021 -1.079840 0.397672 -0.1 0.1 0.0
```
Positions in Å, forces in eV/Å.

=====

No. 12
# C6H10O

A molecular structure, C6H10O in a non-equilibrium geometry (wB97M-V/def2-TZVPD, the OMol25 dataset).

The strongest force on any atom comes out at 1.187 eV/A. The LUMO energy (alpha / beta) is 0.702 / 0.701 eV. For the energy relative to the best compared isomer or geometry (same formula, charge and spin), the calculation gives 538.6 kJ/mol.

Structure (XYZ):
```
17
Properties=species:S:1:pos:R:3:forces:R:3
C -2.119164 -0.230420 0.075754 0.0 0.0 0.0
C -1.149642 0.879443 -0.134420 -0.3 0.3 0.2
C -0.239760 1.258803 0.824642 0.2 -0.3 -0.3
C 0.780040 0.168438 -0.426629 0.3 -0.2 0.3
C 0.904347 -1.269058 -0.511893 -0.4 0.0 0.1
C 2.304678 -0.322754 0.013699 0.1 0.3 0.2
O 3.170905 0.415261 -0.448702 0.2 -0.7 -0.6
H -3.108768 0.232414 0.148433 -0.1 -0.2 -0.1
H -1.935233 -0.772895 1.010729 0.1 0.2 -0.2
H -2.135108 -0.955642 -0.746804 0.0 0.1 0.0
H -1.264797 1.530872 -0.993298 -0.1 -0.2 -0.1
H 0.198357 2.259403 0.848718 0.2 -0.5 -0.4
H -0.288975 0.801889 1.819253 0.3 -0.2 -0.5
H 0.932360 0.658963 -1.406454 -0.3 0.4 1.1
H 0.701888 -1.921944 -1.372795 -0.2 0.7 0.0
H 0.691230 -1.737189 0.444595 0.4 -0.4 -0.2
H 2.557636 -0.995591 0.855170 -0.6 0.9 0.4
```
Positions in Å, forces in eV/Å.